{
  "formula": "C26H35GeN6NiO2PS2",
  "method": "wB97M-V/def2-TZVPD",
  "energy_ha": -6213.45653,
  "multiplicity": 3,
  "s_squared": 2.031,
  "homo_lumo_gap_ev": [1.80, 4.64],
  "e_homo_ev": [-3.141, -5.974],
  "relative_energy_ev": 2.291,
  "elements": ["Ni", "N", "C", "C", "C", "C", "C", "C", "C", "C", "N", "C", "H", "H", "H", "H", "H", "H", "H", "H", "C", "Ge", "C", "C", "C", "H", "H", "H", "H", "H", "H", "H", "H", "H", "H", "O", "S", "O", "N", "C", "S", "C", "C", "C", "C", "C", "C", "H", "H", "H", "H", "C", "N", "C", "N", "C", "N", "C", "P", "C", "C", "H", "H", "H", "H", "H", "H", "H", "H", "H", "H", "H", "H", "H"],
  "positions_angstrom": [[0.2997, 1.0177, 0.0868], [2.2651, 0.8077, -1.7679], [2.5341, 2.1370, -2.1515], [3.8271, 2.4838, -2.5628], [4.0919, 3.8036, -2.9760], [3.2568, 4.8248, -2.5428], [2.0993, 4.5589, -1.7562], [1.3442, 5.5370, -1.1192], [0.2284, 5.1671, -0.3994], [-0.0682, 3.8164, -0.1626], [0.6676, 2.8734, -0.7328], [1.6843, 3.1876, -1.5963], [1.6298, 0.2293, -2.2965], [3.0394, 0.3223, -1.2768], [4.5800, 1.6873, -2.6601], [4.9463, 4.1051, -3.6316], [3.4593, 5.8629, -2.8069], [1.5213, 6.5655, -1.3546], [-0.4323, 5.9019, 0.1037], [-0.9432, 3.6385, 0.4454], [-2.6768, 1.0883, 0.7546], [-2.2082, 0.0687, -0.8783], [-2.1205, 0.8786, -2.7086], [-3.8152, -1.0039, -0.9892], [-0.5564, -0.7903, -0.2864], [-2.6751, 2.2115, 0.8090], [-2.2468, 0.6566, 1.7162], [-3.7112, 0.8722, 0.8550], [-2.2755, 0.0651, -3.4306], [-1.1219, 1.2728, -2.8997], [-2.8227, 1.6966, -2.8426], [-4.6608, -0.3227, -0.7307], [-3.7945, -1.8563, -0.2818], [-3.9067, -1.3117, -1.9943], [-0.5386, -0.9107, 0.8457], [0.3615, -1.5747, 5.0693], [-0.1676, -0.7869, 3.9471], [-1.0253, -1.4821, 2.9640], [1.1176, -0.1897, 3.1481], [1.0275, 1.1066, 2.8551], [1.8664, 1.8734, 1.5541], [-0.0232, 1.7356, 3.7264], [-0.3822, 3.0994, 3.7634], [-1.3794, 3.4778, 4.6509], [-2.0891, 2.5249, 5.3266], [-1.8202, 1.1670, 5.2380], [-0.7623, 0.8011, 4.4341], [0.2607, 3.7673, 3.2359], [-1.5153, 4.5510, 4.8352], [-2.9223, 2.7920, 5.9523], [-2.3708, 0.3443, 5.7627], [-0.6594, -5.2617, -1.2388], [0.0025, -4.9563, 0.0639], [1.4984, -4.9848, -0.1356], [1.9252, -4.1035, -1.2103], [1.2389, -4.5598, -2.4122], [-0.2002, -4.4969, -2.3606], [-0.7036, -3.0902, -2.3692], [-0.1451, -2.3716, -0.8465], [-0.5195, -3.5853, 0.4671], [1.6682, -2.6965, -0.9084], [-1.7386, -5.0399, -1.1416], [-0.5934, -6.3574, -1.4911], [-0.2655, -5.6397, 0.7814], [1.8928, -6.0169, -0.3158], [1.9573, -4.5376, 0.7807], [1.4529, -5.6218, -2.5884], [1.6564, -4.0470, -3.3139], [-1.8075, -3.0663, -2.3756], [-0.3774, -2.5366, -3.2154], [-1.5737, -3.6807, 0.6760], [-0.0904, -3.2012, 1.4470], [2.1439, -2.4703, 0.0951], [2.1613, -2.0275, -1.6308]],
  "forces_ev_per_a": [[1.36, 0.55, -0.83], [0.39, -1.11, 1.08], [-0.19, 1.56, 1.61], [0.10, 0.12, -1.52], [0.55, 0.31, 0.24], [-0.66, -0.03, -0.29], [0.62, -1.24, -0.73], [-0.42, 0.50, -0.43], [-1.46, -0.62, 1.57], [0.00, 3.47, -0.68], [-0.37, -2.23, -1.02], [1.12, -0.44, 0.29], [0.27, 0.17, -0.11], [-1.00, 0.42, -0.74], [-0.43, 0.34, -0.34], [-0.51, -0.64, 0.95], [0.06, -0.21, 0.07], [0.28, 0.52, 0.13], [0.56, -0.34, -0.51], [0.10, -0.74, 0.09], [0.54, 0.98, 1.13], [0.15, 1.32, 0.48], [0.80, -0.42, 0.62], [-0.45, -0.04, 1.34], [-0.38, -2.00, -0.12], [0.60, -1.06, -0.26], [-0.04, 0.56, -1.33], [-1.24, -0.28, 0.10], [-0.29, 0.26, 0.06], [0.03, 0.12, 0.13], [-0.22, -0.15, -0.04], [0.54, -0.66, -0.24], [-0.21, 0.37, -0.40], [-0.46, -0.72, -1.15], [-0.13, 0.16, -0.85], [-1.53, 0.62, -1.11], [2.67, -0.87, 0.38], [0.14, 0.50, 1.06], [0.02, -0.21, -1.01], [0.05, -0.88, -0.24], [-0.42, -0.51, 1.96], [-0.56, 1.39, -0.89], [0.79, -1.67, 0.90], [0.87, 1.12, -0.67], [-1.22, -0.86, 1.05], [-0.06, -1.21, 0.05], [-0.46, 0.12, -0.29], [0.06, 0.59, -0.42], [-0.36, -0.53, -0.16], [-0.09, 0.37, 0.26], [0.29, 1.22, -0.40], [-2.01, -1.50, -1.50], [-0.20, 0.23, 0.26], [2.20, 1.17, 0.73], [-0.76, -1.50, -0.02], [1.37, -0.31, -1.73], [-0.12, 0.93, 0.28], [-1.27, -1.15, 0.77], [1.20, 3.57, 2.26], [0.62, 0.01, 1.09], [0.46, 0.36, 0.80], [0.48, -0.25, 0.30], [0.38, 0.99, 0.53], [0.06, 0.04, -0.22], [-0.81, 0.77, 0.19], [-0.49, -0.82, -0.38], [0.33, 0.12, 0.26], [-0.59, -0.06, 0.77], [0.32, -0.18, -0.12], [0.51, 0.30, -0.81], [-0.45, -0.05, -0.17], [-0.11, -0.45, -1.13], [-0.73, 0.05, -0.99], [-0.19, -0.29, 0.06]],
  "lowdin_charge": [0.1060, 0.0286, -0.2848, -0.0913, -0.1357, -0.0822, -0.1857, -0.0889, -0.1123, -0.2294, -0.0877, -0.1601, 0.0455, 0.0891, 0.0914, 0.1001, 0.0956, 0.0903, 0.0960, 0.0717, -0.2023, 0.7341, -0.1953, -0.2461, -0.4807, 0.0351, 0.0386, -0.0221, 0.0066, 0.0040, 0.0213, 0.0386, 0.0247, -0.0207, 0.0106, -0.3395, 0.6451, -0.3781, -0.1506, -0.7507, 0.7350, -0.2156, -0.0060, -0.0724, -0.0955, -0.0438, -0.2524, 0.0981, 0.1165, 0.1007, 0.1368, -0.1455, -0.0612, -0.1066, -0.1418, -0.1941, -0.1329, -0.2024, 0.8779, -0.1484, -0.2096, 0.1496, 0.1655, 0.1952, 0.1605, 0.1574, 0.1356, 0.1578, 0.1150, 0.1072, 0.1136, 0.1332, 0.1428, 0.1015]
}